# 1
{
  "formula": "C14H22ClO2PPt",
  "method": "ωB97M-V/def2-TZVPD",
  "s_squared": 6.02,
  "e_above_lowest_kj_mol": 61.9,
  "total_charge": 2,
  "orbital_gap_ev": [7.83, 6.10],
  "lumo_energy_ev": [-6.70, -11.48],
  "homo_energy_ev": [-14.53, -17.58],
  "max_force_ev_per_a": 6.72,
  "spin_multiplicity": 5,
  "symbols": ["Cl", "C", "C", "C", "H", "C", "C", "H", "H", "H", "C", "Pt", "C", "O", "C", "O", "H", "H", "H", "C", "C", "P", "C", "C", "C", "C", "H", "H", "H", "H", "H", "H", "H", "H", "H", "H", "H", "H", "H", "H", "H"],
  "positions_angstrom": [[0.94708, -1.28502, -2.69326], [0.30105, 2.48935, -0.34522], [-0.90068, 2.31930, 0.40601], [-1.77204, 1.44628, -0.32448], [-1.14060, 2.78366, 1.35734], [-1.12684, 1.10915, -1.59178], [0.21086, 1.70785, -1.54299], [0.90768, 1.65602, -2.37846], [1.13733, 3.11150, -0.07279], [-2.81031, 1.16979, -0.10950], [-1.82943, 0.55754, -2.78354], [-0.05599, -0.12238, -0.00467], [-1.28736, -1.37805, 0.58427], [-2.02417, -2.14634, 1.03516], [1.43129, -1.11749, -0.98652], [2.48237, -1.55394, -0.60868], [-2.63389, -0.12748, -2.49819], [-1.17403, 0.00702, -3.45220], [-2.25742, 1.38171, -3.35620], [-0.21523, 0.02719, 4.60504], [0.90151, 0.64095, 3.76035], [1.26324, -0.09406, 2.08141], [2.72711, 0.93587, 1.63613], [3.96762, 0.84798, 2.51699], [1.70405, -1.84088, 2.45217], [2.74179, -2.12671, 3.52781], [-1.20968, 0.26752, 4.20086], [-0.16395, 0.45186, 5.61814], [-0.13575, -1.06244, 4.71263], [0.66679, 1.70224, 3.56797], [1.84957, 0.59392, 4.33113], [2.97537, 0.68269, 0.59706], [2.33631, 1.96569, 1.66329], [4.45066, -0.13363, 2.48065], [4.69129, 1.57595, 2.13726], [3.77728, 1.11021, 3.56143], [0.75039, -2.31756, 2.72662], [2.03035, -2.27942, 1.50062], [2.47200, -1.71483, 4.50404], [2.81133, -3.21235, 3.64710], [3.73676, -1.75753, 3.26514]]
}


# 2
{
  "formula": "C5H8S",
  "method": "ωB97M-V/def2-TZVPD",
  "e_above_lowest_kj_mol": 225.2,
  "orbital_gap_ev": 9.96,
  "lumo_energy_ev": 1.06,
  "homo_energy_ev": -8.89,
  "max_force_ev_per_a": 3.74,
  "symbols": ["C", "C", "C", "S", "C", "C", "H", "H", "H", "H", "H", "H", "H", "H"],
  "positions_angstrom": [[-2.40796, 0.22422, -0.15503], [-1.40206, 1.04483, -0.17125], [-0.16061, 0.78783, 0.47462], [1.25081, 1.69180, -0.09424], [1.10160, -0.02773, -0.41235], [1.95915, -1.14893, 0.22045], [-3.29691, 0.59193, -0.66239], [-2.56643, -0.66885, 0.37496], [-1.48179, 1.99679, -0.80721], [-0.23601, 0.41165, 1.46244], [0.55371, -0.39556, -1.22285], [2.92903, -0.83585, 0.69114], [2.27427, -1.92058, -0.67603], [1.48319, -1.75154, 0.97773]]
}


# 3
{
  "formula": "C11H13OP",
  "method": "ωB97M-V/def2-TZVPD",
  "e_above_lowest_kj_mol": 134.8,
  "orbital_gap_ev": 9.09,
  "lumo_energy_ev": 0.54,
  "homo_energy_ev": -8.55,
  "max_force_ev_per_a": 0.96,
  "symbols": ["O", "P", "C", "C", "C", "C", "C", "C", "C", "C", "H", "H", "H", "H", "H", "H", "H", "C", "C", "C", "H", "H", "H", "H", "H", "H"],
  "positions_angstrom": [[3.12873, 2.04027, -1.23798], [2.60170, 2.44451, 0.27639], [0.87377, 2.06701, 0.12740], [-0.27195, 1.67767, 0.14558], [-1.62999, 1.29402, 0.05751], [-2.14692, 0.84333, -1.15786], [-3.47994, 0.49142, -1.25275], [-4.30726, 0.58780, -0.14573], [-3.79587, 1.02923, 1.06554], [-2.46433, 1.37559, 1.17432], [3.41571, 1.13033, -1.32284], [2.43490, 3.78905, -0.09102], [-1.49573, 0.78170, -2.01868], [-3.87687, 0.14680, -2.19648], [-5.35065, 0.32276, -0.22589], [-4.43951, 1.10465, 1.92950], [-2.05820, 1.71605, 2.11646], [0.81387, -1.88889, -0.53478], [2.08691, -1.91471, -0.18296], [2.67852, -1.10503, 0.92135], [0.43677, -2.50426, -1.33554], [0.09661, -1.25835, -0.03578], [2.77854, -2.57286, -0.70206], [3.57326, -0.58205, 0.58067], [1.96110, -0.37913, 1.29794], [2.98208, -1.75735, 1.73989]]
}


# 4
{
  "formula": "C6H12O4S",
  "method": "ωB97M-V/def2-TZVPD",
  "e_above_lowest_kj_mol": 521.8,
  "orbital_gap_ev": 8.69,
  "lumo_energy_ev": 0.02,
  "homo_energy_ev": -8.67,
  "max_force_ev_per_a": 7.73,
  "symbols": ["C", "C", "C", "C", "C", "C", "H", "H", "H", "H", "H", "H", "H", "H", "H", "H", "H", "H", "O", "O", "O", "O", "S"],
  "positions_angstrom": [[-1.76048, -1.97662, -1.50233], [-0.91997, -0.70384, -0.92330], [-0.75816, 1.18844, 0.72918], [0.81234, 0.83284, 0.96609], [1.32225, 0.09356, -0.36906], [0.56998, -1.22060, -0.61585], [-1.62693, -2.94188, -0.90096], [-1.60930, -2.31581, -2.65979], [-2.87328, -1.74928, -1.67105], [-0.71758, 0.25411, -1.55279], [-1.30215, 1.65702, 1.49280], [-0.60966, 3.07841, 0.03136], [0.79961, 0.30939, 1.92763], [1.78832, 2.17320, 2.00856], [0.83058, 0.82613, -1.17757], [2.97299, 0.68032, -0.05783], [1.16600, -1.96237, -1.44018], [1.69836, -1.58745, 1.18666], [-0.98516, 1.97195, -0.33444], [1.54106, 2.06796, 0.93406], [2.71848, -0.09368, -0.51755], [0.79712, -1.92399, 0.57866], [-1.79279, -0.24265, 0.48869]]
}